[1]
This record from the OMol25 dataset describes 13 unconnected molecules or ions with the total composition C29H72O19S10 in a non-equilibrium geometry. The level of theory is wB97M-V/def2-TZVPD.

Each line ends with the Löwdin spin population.
Cartesian coordinates (Å):
C -4.3961 -2.0868 1.7799  0.080
C -4.5798 -3.5901 2.2202  0.140
O -3.3242 -4.0903 1.9562  0.042
C -2.4175 -3.1827 1.6346  0.030
O -1.2216 -3.3319 1.3251  0.020
O -3.0070 -1.9410 1.9359  0.015
H -5.0355 -1.5425 2.4750  0.025
H -4.7887 -1.8739 0.7856  0.041
H -5.2995 -4.1554 1.6281  0.057
H -4.9983 -3.6725 3.2233  0.029
C 0.9664 -4.4892 -1.1853  0.004
C 1.6475 -3.2729 -0.6762  0.001
O 2.8088 -3.2345 -1.4038  0.000
C 3.2258 -4.4427 -1.5127  0.000
O 4.3087 -4.7877 -1.7987  0.000
O 2.1387 -5.2651 -1.4260  0.001
H 0.5557 -4.3957 -2.1907  0.001
H 0.2241 -4.7810 -0.4423  0.001
H 1.7540 -3.1840 0.4050  0.000
H 1.2695 -2.2897 -0.9565  0.000
C 2.6274 -0.7492 -3.6261  0.000
C 2.3785 0.6296 -4.1848  0.000
O 3.5272 0.7518 -4.9725  0.000
C 4.4974 -0.0026 -4.5348  0.000
O 5.6972 0.0907 -4.8287  0.000
O 3.9824 -0.9138 -3.6001  0.000
H 2.2685 -1.5512 -4.2711  0.000
H 2.3972 -0.7436 -2.5607  0.000
H 2.2757 1.4491 -3.4735  0.000
H 1.4657 0.3890 -4.7297  0.000
C 4.1371 -2.6242 3.4358  0.001
S 3.5105 -1.2319 4.4982  0.002
O 4.6570 -0.5122 5.1427  0.000
C 2.7739 -0.0413 3.2992  0.001
H 3.3646 -3.3521 3.1878  0.000
H 4.8975 -3.1896 3.9745  0.000
H 4.3963 -2.1384 2.4951  0.000
H 2.4344 0.8439 3.8371  0.000
H 1.8775 -0.4829 2.8639  0.000
H 3.4449 0.3079 2.5144  0.000
C -0.3820 2.1281 5.1380  0.001
S 0.0942 3.3049 3.7473  0.001
O 1.2239 4.1234 4.4349  0.000
C -1.3646 4.4665 3.6717  0.000
H -1.2826 1.6364 4.7702  0.000
H -0.5220 2.5996 6.1108  0.000
H 0.3043 1.2985 5.3076  0.000
H -2.2093 3.8628 3.3397  0.000
H -1.3824 5.1433 2.8175  0.000
H -1.6165 4.8747 4.6505  0.000
C 7.7457 -0.4288 0.3880  0.000
S 6.3346 0.7005 0.4053  0.000
O 6.7373 1.7197 -0.6631  0.000
C 5.2179 -0.4214 -0.5711  0.000
H 7.5204 -1.3324 0.9545  0.000
H 8.5866 0.0780 0.8613  0.000
H 7.9826 -0.7368 -0.6305  0.000
H 5.1302 -1.4635 -0.2638  0.000
H 5.6288 -0.3290 -1.5764  0.000
H 4.1735 -0.1176 -0.6433  0.000
C -0.2588 -0.1204 1.4019  0.001
S 0.5579 0.7735 -0.0032  0.002
O 1.7174 -0.0133 -0.6470  0.000
C -0.6391 0.8403 -1.4101  0.002
H -1.3481 -0.1463 1.3736  0.001
H -0.1257 0.1871 2.4391  0.000
H 0.1338 -1.1325 1.4999  0.001
H -1.1019 -0.1355 -1.5568  0.002
H -0.0668 1.1653 -2.2790  0.000
H -1.5134 1.4703 -1.2464  0.000
C 0.2342 4.1804 -4.9008  0.000
S -1.1880 5.1382 -4.2334  0.001
O -2.0810 5.7983 -5.3214  0.000
C -2.2250 3.6883 -3.6917  0.001
H 0.1016 3.9677 -5.9616  0.000
H 0.2588 3.1520 -4.5404  0.000
H 1.2031 4.6743 -4.8283  0.000
H -2.3742 3.8049 -2.6183  0.000
H -1.6606 2.7843 -3.9203  0.000
H -3.1511 3.7549 -4.2627  0.000
C -6.4628 0.0597 -1.6371  0.073
S -5.5078 1.4103 -2.4385  0.068
O -4.4579 1.8960 -1.4856  0.007
C -4.6115 0.2324 -3.5890  0.016
H -7.1200 0.5635 -0.9284  0.017
H -5.7766 -0.6633 -1.1960  0.038
H -6.9237 -0.5086 -2.4451  0.021
H -3.9388 -0.2526 -2.8817  0.007
H -4.1318 0.8340 -4.3611  0.001
H -5.0857 -0.5989 -4.1109  0.007
C -3.7111 1.5604 2.2790  0.006
S -5.0643 2.0022 3.4980  0.066
O -4.5244 3.1509 4.3017  0.003
C -4.6626 0.6567 4.7004  0.020
H -2.7877 1.8164 2.7986  0.000
H -3.8896 2.1069 1.3529  0.000
H -3.5763 0.5167 1.9948  0.001
H -4.4900 -0.3486 4.3162  0.008
H -5.3078 0.4725 5.5594  0.006
H -3.6871 0.7505 5.1775  0.002
C -0.7249 -2.9240 6.9686  0.005
S 0.1906 -2.3289 5.4636  0.023
O -0.5318 -1.1828 4.7593  0.003
C 0.1184 -3.7392 4.4056  0.006
H -0.0881 -3.4803 7.6565  0.001
H -1.6257 -3.4536 6.6583  0.008
H -1.0190 -1.9967 7.4603  0.001
H -0.8213 -4.2311 4.1541  0.005
H 0.8002 -4.5449 4.6777  0.001
H 0.5103 -3.2798 3.4982  0.001
C -3.2921 -2.2947 -5.8992  0.012
S -1.9232 -1.0998 -5.3455  0.030
O -1.4623 -1.2789 -3.8862  0.010
C -0.4508 -1.7458 -6.3497  0.004
H -3.2482 -2.5057 -6.9676  0.002
H -4.2491 -1.8706 -5.5955  0.005
H -3.0465 -3.2687 -5.4759  0.005
H -0.4573 -1.5582 -7.4234  0.000
H -0.3105 -2.7998 -6.1099  0.001
H 0.4284 -1.2334 -5.9592  0.000
C 2.9680 2.9972 -0.2784  0.000
S 3.0724 4.1799 -1.6493  0.000
O 1.9039 3.6377 -2.4908  0.000
C 2.4506 5.6714 -0.8092  0.000
H 3.1152 1.9732 -0.6216  0.000
H 1.9306 3.2346 -0.0427  0.000
H 3.5302 3.3478 0.5871  0.000
H 2.2555 6.3154 -1.6667  0.000
H 3.2618 6.1158 -0.2325  0.000
H 1.5968 5.4288 -0.1766  0.000

## Properties
E   -6559.08646 hartree
Max |F|   4.553 eV Å⁻¹
Frontier orbital gap (alpha / beta)   0.0722 / 0.3148 hartree
Net charge   -1
Spin multiplicity   2


[2]
This record from the OMol25 dataset describes 9 unconnected molecules or ions with the total composition C29H73BFIN2O26S8 in a non-equilibrium geometry. The level of theory is wB97M-V/def2-TZVPD.

Each line ends with the Mulliken charge.
Cartesian coordinates (Å):
C -1.9035 8.2844 -7.8747  -1.020
C -2.3702 7.1414 -8.9009  -0.319
I -0.6443 6.2379 -9.9522  0.025
C -3.3712 6.0443 -8.2920  -0.600
B -2.7128 5.0514 -7.1845  0.327
N -2.0338 5.4487 -5.9235  -0.545
C -2.8356 3.4210 -7.4449  0.062
O -3.6470 2.7635 -6.7277  -0.508
N -2.0281 2.6707 -8.4497  -0.034
C -0.6193 2.5724 -8.0941  0.559
O 0.1914 2.0299 -8.8946  -0.493
F -0.0665 3.0125 -6.8583  -0.187
H -2.7238 8.5359 -7.0981  0.271
H -1.0112 7.8555 -7.2725  0.303
H -1.6310 9.2337 -8.4443  0.309
H -2.9565 7.6812 -9.7414  0.473
H -4.3596 6.5384 -7.9402  0.343
H -3.6888 5.3694 -9.1826  0.231
H -1.9323 6.4686 -5.8232  0.232
H -2.7098 5.1839 -5.1634  0.214
H -2.1704 3.0116 -9.4127  0.366
C -5.1373 5.4173 0.6354  -0.978
C -3.8316 5.6858 -0.0892  -0.353
O -3.2900 4.4928 -0.6533  -0.255
S -3.9366 3.9234 -2.0236  1.214
C -2.6587 2.7597 -2.4053  -0.890
O -3.9242 4.9676 -3.0172  -0.676
O -5.1351 3.1950 -1.7020  -0.603
H -5.9237 5.1290 -0.0658  0.300
H -5.4722 6.3091 1.1703  0.390
H -5.0228 4.5963 1.3476  0.252
H -3.9555 6.4556 -0.8566  0.310
H -3.0952 6.0599 0.6263  0.283
H -1.7346 3.3016 -2.6037  0.347
H -2.9650 2.2033 -3.2918  0.390
H -2.5379 2.0789 -1.5629  0.232
C 0.3030 -3.2137 -0.8425  -0.848
C -1.1645 -3.5970 -0.8217  -0.497
O -1.9078 -2.7791 0.0810  -0.200
S -2.3043 -1.2800 -0.3808  1.169
C -3.4819 -0.9598 0.9012  -0.743
O -2.9986 -1.3448 -1.6409  -0.668
O -1.1677 -0.4176 -0.1809  -0.603
H 0.4437 -2.2218 -1.2779  0.316
H 0.8804 -3.9271 -1.4350  0.388
H 0.7090 -3.1819 0.1719  0.205
H -1.5981 -3.5590 -1.8254  0.358
H -1.2606 -4.6265 -0.4681  0.269
H -4.3239 -1.6413 0.7860  0.345
H -3.8183 0.0723 0.7988  0.351
H -2.9980 -1.0983 1.8679  0.163
C -4.5812 -0.2552 8.1427  -1.066
C -3.2770 0.0163 7.4176  -0.184
O -2.7336 -1.1761 6.8514  -0.293
S -3.3807 -1.7435 5.4819  1.315
C -2.1017 -2.9051 5.0958  -1.129
O -3.3685 -0.6977 4.4885  -0.627
O -4.5778 -2.4753 5.8036  -0.654
H -5.3676 -0.5445 7.4418  0.292
H -4.9169 0.6356 8.6781  0.373
H -4.4644 -1.0766 8.8542  0.292
H -3.4032 0.7865 6.6511  0.159
H -2.5418 0.3915 8.1337  0.304
H -1.1790 -2.3614 4.8971  0.334
H -2.4084 -3.4598 4.2088  0.411
H -1.9783 -3.5875 5.9362  0.457
C -3.1937 6.8283 9.5900  -0.984
C -4.3047 6.3698 8.6641  -0.314
O -3.7856 5.8201 7.4537  -0.277
S -3.1859 4.3179 7.4829  1.225
C -3.0979 4.0810 5.7303  -0.982
O -4.1810 3.4255 8.0197  -0.611
O -1.8447 4.3648 8.0032  -0.630
H -2.6179 5.9786 9.9636  0.295
H -3.6041 7.3624 10.4499  0.389
H -2.4965 7.4841 9.0626  0.259
H -4.9654 5.6543 9.1623  0.309
H -4.9157 7.2312 8.3837  0.270
H -4.1074 4.0921 5.3211  0.320
H -2.6285 3.1142 5.5461  0.373
H -2.4927 4.8767 5.2967  0.364
C 3.3630 -4.6530 5.6780  -0.905
C 3.1971 -4.5942 4.1714  -0.371
O 2.5185 -5.7473 3.6721  -0.306
S 0.9137 -5.8351 3.8479  1.234
C 0.6438 -7.1896 2.7400  -0.995
O 0.3138 -4.6516 3.2851  -0.506
O 0.6176 -6.2756 5.1861  -0.653
H 2.3971 -4.5755 6.1830  0.326
H 3.9942 -3.8337 6.0292  0.343
H 3.8107 -5.6026 5.9813  0.258
H 2.6820 -3.6789 3.8652  0.278
H 4.1840 -4.5804 3.7028  0.297
H 0.9111 -6.8790 1.7306  0.291
H -0.4133 -7.4529 2.7846  0.373
H 1.2514 -8.0349 3.0616  0.354
C -0.9135 -0.5396 -10.6870  -0.676
C 0.3951 -0.2607 -11.4009  -0.267
O 0.9487 -1.4496 -11.9669  -0.278
S 0.3159 -2.0168 -13.3429  1.206
C 1.6051 -3.1710 -13.7188  -0.923
O 0.3287 -0.9700 -14.3314  -0.635
O -0.8804 -2.7548 -13.0328  -0.602
H -1.6936 -0.8299 -11.3947  0.362
H -1.2566 0.3476 -10.1514  0.068
H -0.7994 -1.3625 -9.9769  0.264
H 0.2720 0.5114 -12.1661  0.302
H 1.1235 0.1150 -10.6787  0.212
H 2.5267 -2.6220 -13.9081  0.311
H 1.3085 -3.7256 -14.6094  0.367
H 1.7237 -3.8537 -12.8780  0.311
C 5.7482 -0.9742 -0.9385  -0.995
C 4.8245 -0.9298 -2.1413  -0.172
O 5.2544 -1.8251 -3.1664  -0.276
S 4.9519 -3.4042 -2.9885  1.153
C 5.3241 -3.8888 -4.6504  -0.969
O 3.5430 -3.5882 -2.7570  -0.554
O 5.9461 -3.9709 -2.1154  -0.605
H 5.6840 -1.9385 -0.4292  0.288
H 5.4839 -0.1948 -0.2203  0.388
H 6.7886 -0.8392 -1.2444  0.264
H 3.7898 -1.1382 -1.8540  0.195
H 4.8436 0.0748 -2.5706  0.263
H 4.6039 -3.4249 -5.3234  0.312
H 5.2464 -4.9747 -4.7076  0.362
H 6.3397 -3.5754 -4.8902  0.340
C 9.7154 -5.5618 8.0684  -1.003
C 8.2500 -5.9533 8.0978  -0.291
O 7.5075 -5.1391 9.0046  -0.266
S 7.1016 -3.6425 8.5434  1.132
C 5.9281 -3.3253 9.8308  -0.961
O 6.4023 -3.7127 7.2865  -0.549
O 8.2340 -2.7754 8.7357  -0.601
H 9.8483 -4.5693 7.6320  0.301
H 10.2927 -6.2725 7.4727  0.383
H 10.1271 -5.5275 9.0802  0.263
H 7.8104 -5.9178 7.0966  0.287
H 8.1614 -6.9831 8.4522  0.281
H 5.0886 -4.0108 9.7205  0.316
H 5.5877 -2.2948 9.7269  0.371
H 6.4172 -3.4599 10.7951  0.337

## Properties
E   -6822.31442 hartree
Max |F|   5.528 eV Å⁻¹
Frontier orbital gap   0.3631 hartree
Structure (SMILES)   C[C@@H](I)CB(N)C(=O)NC(=O)F.CCOS(C)(=O)=O.CCOS(C)(=O)=O.CCOS(C)(=O)=O.CCOS(C)(=O)=O.CCOS(C)(=O)=O.CCOS(C)(=O)=O.CCOS(C)(=O)=O.CCOS(C)(=O)=O
Net charge   0


[3]
This record from the OMol25 dataset describes a molecular structure, C29H76F6NO17S2V in a non-equilibrium geometry. The level of theory is wB97M-V/def2-TZVPD.

Each line ends with the Mulliken charge.
Cartesian coordinates (Å):
O -31.8856 -8.6410 16.8285  -0.564
V -31.6273 -8.9774 18.3794  1.386
O -30.9764 -7.7417 19.1181  -0.716
C -35.2395 -8.2876 17.3058  0.088
F -36.5058 -8.2268 16.9370  -0.104
F -34.5185 -8.9072 16.3743  -0.094
F -34.7631 -7.0497 17.3858  -0.156
S -35.1789 -9.1937 19.0001  0.293
O -36.2050 -8.6223 19.8551  -0.925
O -35.4613 -10.5747 18.6775  -0.676
N -33.4741 -8.9975 19.5133  0.707
S -33.4721 -9.1267 21.0668  0.995
O -34.5004 -9.9913 21.5834  -0.610
O -32.1072 -9.4072 21.4089  -0.775
C -33.8005 -7.3604 21.7803  0.336
F -32.7343 -6.8532 22.2529  -0.063
F -34.3291 -6.6900 20.7543  -0.039
F -34.6781 -7.4348 22.7674  -0.052
O -33.6903 -12.9904 20.0254  -0.621
H -33.3128 -13.5615 20.6973  0.260
H -34.5000 -12.6559 20.4192  0.294
O -32.0423 -11.2328 18.5633  -0.235
H -31.8792 -12.0203 18.0393  0.258
H -32.7981 -11.4598 19.1154  0.123
C -31.1627 -3.0652 19.9466  -1.116
C -31.7546 -3.4225 18.5565  0.424
C -33.0407 -4.2622 18.6980  -0.609
O -31.8365 -2.2285 17.7965  -0.579
H -30.2785 -2.4348 19.8445  0.486
H -30.8723 -3.9365 20.5323  0.229
H -31.8524 -2.4378 20.5115  0.242
H -30.9946 -3.9802 18.0051  0.131
H -32.7992 -5.0541 19.4083  -0.293
H -33.3479 -4.8095 17.8059  0.423
H -33.9068 -3.7156 19.0721  0.365
H -32.3352 -2.4952 17.0191  0.337
C -29.6865 -6.6724 21.5545  -0.959
C -29.1249 -6.3472 22.9208  1.841
C -28.0349 -7.3175 23.4114  -1.688
O -28.3551 -5.1773 22.8259  -0.660
H -28.9672 -6.6147 20.7379  0.483
H -30.6093 -6.2278 21.1808  -0.257
H -30.0215 -7.7082 21.6519  0.275
H -29.9575 -6.2637 23.6228  -0.614
H -27.5675 -7.0158 24.3483  0.412
H -27.3560 -7.6181 22.6144  0.381
H -28.4752 -8.2499 23.7751  0.319
H -29.0098 -4.4710 22.7841  0.338
C -31.8812 -2.1090 25.0927  -1.556
C -31.3983 -3.3319 24.3192  0.782
C -32.5117 -3.7857 23.2960  -0.719
O -30.2680 -3.0341 23.5761  -0.442
H -32.3117 -1.2920 24.5147  0.351
H -30.9990 -1.7436 25.6212  0.445
H -32.5713 -2.4516 25.8641  0.395
H -31.2827 -4.2143 24.9489  -0.074
H -32.7890 -3.0085 22.5867  0.325
H -33.3546 -4.1762 23.8677  0.483
H -32.0307 -4.6326 22.8069  -0.235
H -30.1143 -2.1270 23.3045  0.276
C -31.9194 -8.2039 25.4495  -0.927
C -30.7003 -8.2790 26.4120  0.609
C -30.0545 -6.9642 26.8962  -1.159
O -31.0578 -9.0522 27.5145  -0.563
H -31.8118 -7.6862 24.4968  0.086
H -32.7754 -7.8251 26.0104  0.354
H -32.3013 -9.1737 25.1264  0.425
H -29.8825 -8.7936 25.9016  0.019
H -30.6782 -6.3711 27.5657  0.332
H -29.8038 -6.4170 25.9868  0.059
H -29.1636 -7.1811 27.4865  0.441
H -30.3052 -9.1625 28.1004  0.335
C -34.9756 -11.4653 13.0165  -1.207
C -33.4486 -11.4794 13.1055  0.459
C -32.8809 -10.1580 13.6547  -0.846
O -33.1378 -12.4158 14.0919  -0.634
H -35.2959 -12.4816 12.7843  0.337
H -35.1379 -10.9274 12.0802  0.478
H -35.4865 -11.0937 13.9027  0.114
H -32.9088 -11.7491 12.1986  0.395
H -31.8374 -10.3209 13.9248  0.324
H -33.3050 -9.6503 14.5190  -0.075
H -32.9945 -9.4349 12.8439  0.428
H -33.5047 -12.2237 14.9621  0.262
C -39.7599 -5.1070 21.1379  -1.669
C -38.4203 -5.7054 20.7073  0.795
C -37.2209 -4.9666 21.2260  -1.052
O -38.4205 -7.1284 20.9219  1.043
H -40.6219 -5.5756 20.6603  0.403
H -39.9161 -4.0494 20.9281  0.434
H -39.9372 -5.3245 22.1925  0.341
H -38.3357 -5.5741 19.6257  0.264
H -37.4020 -3.9156 20.9955  0.483
H -36.3116 -5.2057 20.6751  0.014
H -37.1222 -5.0399 22.3092  0.083
H -37.6352 -7.4949 20.5039  -0.163
C -35.3229 -14.4944 16.5841  -1.457
C -35.7795 -13.0495 16.1101  0.564
C -37.0635 -12.6236 16.7927  -1.291
O -34.7935 -12.1050 16.4281  0.147
H -35.1948 -14.4990 17.6668  0.268
H -34.3682 -14.7350 16.1172  0.326
H -36.1219 -15.1676 16.2739  0.412
H -35.9673 -13.0979 15.0379  0.303
H -37.0124 -12.8087 17.8675  0.277
H -37.9246 -13.2522 16.5607  0.530
H -37.3011 -11.5775 16.6019  0.238
H -34.8692 -11.9511 17.3767  -0.003
C -36.8301 -6.8573 25.0519  -0.393
C -37.4689 -8.1789 24.6007  0.919
C -37.8638 -9.0290 25.7798  -1.570
O -38.6902 -7.7450 23.9384  -0.671
H -36.8862 -6.1511 24.2240  -0.207
H -35.7930 -7.0720 25.3128  0.047
H -37.4247 -6.4290 25.8582  0.460
H -36.8320 -8.7551 23.9281  -0.035
H -38.4190 -8.3750 26.4527  0.332
H -37.0337 -9.5223 26.2863  0.371
H -38.5044 -9.8755 25.5294  0.381
H -38.5840 -7.5272 23.0081  0.189
C -39.9088 -8.2900 17.6711  -1.089
C -40.5815 -9.0897 18.7939  0.313
C -39.5211 -10.0619 19.3580  -0.443
O -40.9580 -8.2799 19.8509  -0.620
H -39.8451 -8.9908 16.8365  0.465
H -38.9470 -7.8136 17.8612  -0.020
H -40.5763 -7.5151 17.2901  0.359
H -41.3877 -9.5774 18.2461  0.397
H -38.8477 -10.3595 18.5543  -0.105
H -40.0941 -10.9219 19.7091  0.340
H -39.0145 -9.6997 20.2515  0.076
H -40.1453 -7.9796 20.2690  0.114

## Properties
E   -4823.80465 hartree
Max |F|   4.380 eV Å⁻¹
Frontier orbital gap   0.2406 hartree
Net charge   0